Molecular formula: C20H37ClN4O5PS2
Method: DFT, wB97M-V/def2-TZVPD

* 2S+1: 1
* total energy: -2977.0241 Ha
* net charge: +1
* Kohn-Sham gap: 7.13 eV
* E_HOMO: -11.5 eV
* E_LUMO: -4.3891 eV

Positions of all 70 atoms, in Å:
C  -2.4589  4.1548  -0.0992
C  -1.4580  3.1758  -0.7843
N  -0.9481  1.9925  0.0283
Cl  -2.2203  1.7371  1.2334
C  0.3664  2.2896  0.7275
C  0.2837  3.6171  1.6271
N  0.5909  4.8402  0.8720
C  -0.0121  6.0609  1.4744
N  1.4514  2.6324  -0.1992
C  2.4062  1.9002  -0.2703
S  3.6105  0.8935  -0.0888
C  0.7040  1.2016  1.8083
C  0.4049  -0.2679  1.3557
O  -0.5608  -0.8525  2.2830
C  -0.0494  -1.9516  2.7856
N  0.1876  -2.9960  3.1351
C  0.0678  -0.3853  -0.1570
C  -0.8725  0.7159  -0.8051
C  -0.2685  0.9614  -2.2509
C  -1.2820  1.0266  -3.4553
C  -0.7420  2.0069  -4.5781
C  -0.9684  3.4978  -4.1512
C  0.7240  1.7121  -4.9912
P  -2.5741  -0.1740  -0.9340
O  -2.7281  -1.1665  0.4020
O  -2.3926  -1.3554  -2.1019
H  -2.4435  5.0588  -0.7557
H  -3.5136  3.8202  -0.1566
H  -2.1732  4.5290  0.8949
H  -0.6289  3.7946  -1.1752
H  -2.0352  2.8467  -1.6709
H  1.1244  3.4967  2.3539
H  -0.6322  3.6841  2.2345
H  1.5951  4.9823  0.8367
H  0.8106  6.7528  1.7495
H  -0.6937  6.5514  0.7515
H  -0.5741  5.8373  2.4023
H  1.7088  1.3468  2.2485
H  0.0254  1.4070  2.6674
H  1.3529  -0.8301  1.5067
H  1.0599  -0.4575  -0.6521
H  -0.3762  -1.3958  -0.3158
H  0.3159  1.8993  -2.3207
H  0.4408  0.1581  -2.5348
H  -2.3009  1.3829  -3.2092
H  -1.3379  0.0293  -3.9368
H  -1.4222  1.8523  -5.4449
H  -0.2563  3.8299  -3.3700
H  -0.8692  4.1431  -5.0502
H  -2.0041  3.6531  -3.7722
H  0.8829  2.2078  -5.9761
H  1.4537  2.2063  -4.3118
H  0.9349  0.6386  -5.1469
H  -3.6423  -1.0527  0.7130
H  -3.1135  -1.2075  -2.7355
C  1.6245  -7.6683  3.9328
C  0.6383  -6.6314  3.3829
C  1.3502  -5.8728  2.2594
S  2.5620  -7.0058  1.5779
O  3.8799  -6.4863  1.8478
O  2.1536  -7.4011  0.2525
C  2.2364  -8.3476  2.7125
H  1.1322  -8.3885  4.5863
H  2.4044  -7.1654  4.5106
H  -0.2412  -7.1423  2.9826
H  0.2943  -5.9488  4.1599
H  0.6592  -5.5716  1.4748
H  1.8813  -5.0024  2.6397
H  3.1609  -8.8780  2.9323
H  1.5220  -9.0197  2.2359

Atoms 1-3, force components in eV/Å:
C 0.1 0.8 -0.7
C -1.1 1.8 -1.1
N -0.8 -0.1 -0.8

=====

Molecular formula: C11H19N2
Method: DFT, wB97M-V/def2-TZVPD

* 2S+1: 1
* total energy: -539.7270 Ha
* energy relative to the best compared isomer or geometry (same formula, charge and spin): 65.2 kcal/mol
* net charge: +1
* Kohn-Sham gap: 8.78 eV
* E_HOMO: -11.3 eV
* SMILES string: Cc1cc2c(n1C)C[N+](C)(C)CC2
* E_LUMO: -2.5542 eV

Positions of all 32 atoms, in Å:
C  -0.8642  0.6165  -3.8772
C  -0.5518  0.1446  -2.4911
C  0.5507  -0.6654  -2.2115
C  0.6309  -0.6428  -0.8189
C  -0.4018  -0.0145  -0.2925
N  -1.1331  0.6003  -1.3440
C  -2.3142  1.3835  -1.2288
C  -0.6566  0.2594  1.1782
N  0.4583  -0.2312  1.9364
C  0.1897  -0.3079  3.3142
C  1.6151  0.6863  1.5653
C  0.9557  -1.5595  1.4488
C  1.5471  -1.5164  0.0331
H  -0.4682  1.5616  -3.8430
H  -0.2004  0.0496  -4.5876
H  -1.9981  0.5856  -4.2109
H  1.2974  -1.0027  -2.8722
H  -2.9538  0.9789  -1.9619
H  -2.7445  1.2984  -0.2024
H  -2.1476  2.3484  -1.4532
H  -0.7229  1.3219  1.2707
H  -1.5053  -0.2524  1.4844
H  1.0243  -0.6954  3.9477
H  0.0044  0.6398  3.7438
H  -0.7727  -0.8906  3.2695
H  2.4680  0.2149  1.7115
H  1.3947  1.0925  0.5328
H  1.4846  1.4960  2.3802
H  0.1494  -2.3001  1.6321
H  1.7119  -1.7482  2.2903
H  1.4295  -2.5156  -0.4344
H  2.5236  -0.9357  0.0904

Atoms 1-3, force components in eV/Å:
C -1.9 -2.5 -0.6
C 0.8 -0.9 -1.2
C -1.6 1.9 0.5

=====

Molecular formula: C11H24N3O
Method: DFT, wB97M-V/def2-TZVPD

* 2S+1: 1
* total energy: -672.6374 Ha
* energy relative to the best compared isomer or geometry (same formula, charge and spin): 83.1 kcal/mol
* net charge: +1
* Kohn-Sham gap: 10.04 eV
* E_HOMO: -13.0 eV
* SMILES string: CCCCC1(CCCC)NC(=[NH2+])N(C)O1
* E_LUMO: -2.9348 eV

Positions of all 39 atoms, in Å:
C  -4.2879  1.7937  -0.8334
C  -3.4280  1.6304  0.3508
C  -2.1768  0.7710  -0.0337
C  -1.1858  0.8634  1.1199
C  0.2414  0.4749  0.7415
C  0.4867  -1.0990  0.8729
C  -0.2141  -2.0455  -0.0517
C  0.3548  -3.4909  0.2178
C  1.8801  -3.8158  -0.1840
N  1.2445  1.2391  1.5126
C  2.4007  1.6577  0.2841
N  3.5962  2.1210  0.5863
N  1.7548  1.3498  -0.7990
C  2.2700  1.2859  -2.1585
O  0.4759  0.7920  -0.6298
H  -3.6570  2.5205  -1.5605
H  -5.2967  2.2738  -0.4381
H  -4.3998  0.8409  -1.3035
H  -3.8906  1.2052  1.2305
H  -3.1286  2.6307  0.6780
H  -2.6117  -0.1554  -0.2357
H  -1.5868  1.1639  -0.9191
H  -1.5855  0.1913  1.9319
H  -1.1504  1.9565  1.4274
H  1.5946  -1.1998  0.7786
H  0.2716  -1.3019  1.8941
H  -0.2030  -1.6146  -1.1301
H  -1.2343  -1.9127  0.1663
H  0.2460  -3.5412  1.2500
H  -0.4004  -4.2136  -0.2942
H  2.0843  -4.9114  -0.1612
H  2.6229  -3.3319  0.5276
H  1.8325  -3.2859  -1.1164
H  1.7945  0.6820  2.2102
H  4.0047  2.2607  1.5391
H  4.3166  2.3413  -0.0523
H  1.4167  1.1168  -2.8064
H  2.8659  0.4524  -2.1568
H  2.6820  2.3046  -2.4552

Atoms 1-3, force components in eV/Å:
C -0.9 3.1 -0.5
C 2.2 0.3 0.2
C 0.5 3.1 0.2

=====

Molecular formula: C23H29N8OS4SiTc
Method: DFT, wB97M-V/def2-TZVPD

* 2S+1: 4
* total energy: -3370.1407 Ha
* energy relative to the best compared isomer or geometry (same formula, charge and spin): 0.0 kcal/mol
* net charge: +1
* Kohn-Sham gap (spin up / spin down): 7.88 / 6.49 eV
* E_HOMO (spin up / spin down): -10.8 / -10.9 eV
* E_LUMO (spin up / spin down): -2.9250 / -4.4348 eV

Positions of all 67 atoms, in Å:
Tc  -0.5008  -0.2180  -0.2904
S  -0.7630  0.6691  -2.5161
C  -2.4357  0.9273  -2.1387
S  -2.7642  0.4869  -0.4892
C  -3.3677  1.3961  -3.0025
C  -3.0150  1.7008  -4.3579
N  -2.7356  1.9330  -5.4490
C  -4.7294  1.5632  -2.5876
N  -5.8228  1.6723  -2.2481
C  0.0600  3.4999  -0.4627
C  -0.0003  2.8091  0.8585
C  0.1360  3.4810  2.0571
C  -0.0140  2.7910  3.2616
C  -0.3214  1.4469  3.2796
C  -0.4543  0.8054  2.0477
N  -0.2456  1.4855  0.8887
N  -0.7602  -0.4873  1.7404
Si  -1.5871  -1.6372  2.7937
C  -3.0598  -0.7860  3.5483
C  -2.1274  -3.0360  1.6878
C  -0.3842  -2.2743  4.0647
H  -0.9569  3.6311  -0.8431
H  0.6143  2.9046  -1.1859
H  0.5138  4.4837  -0.3604
H  0.3390  4.5420  2.0464
H  0.0989  3.3218  4.1988
H  -0.4609  0.9036  4.2036
H  -3.5841  -0.2005  2.7879
H  -2.7797  -0.1077  4.3574
H  -3.7668  -1.5115  3.9579
H  -2.8135  -2.6846  0.9112
H  -2.6553  -3.7926  2.2743
H  -1.2743  -3.5269  1.2092
H  -0.0214  -1.4895  4.7327
H  0.4813  -2.7335  3.5797
H  -0.8632  -3.0372  4.6855
C  -2.9151  -2.4183  -2.1501
C  -1.5533  -2.8846  -1.7835
N  -0.6100  -2.2129  -1.1507
C  0.5609  -2.9578  -1.0404
C  0.4928  -4.1926  -1.5807
S  -1.0547  -4.4458  -2.2465
C  1.7015  -2.3354  -0.3804
C  2.9183  -2.8694  -0.1300
S  3.8876  -1.7262  0.6808
C  2.6220  -0.5785  0.6495
N  1.5437  -1.0344  0.0608
C  2.8046  0.7664  1.2630
H  -3.3798  -1.8735  -1.3333
H  -3.5441  -3.2644  -2.4219
H  -2.8558  -1.7465  -3.0101
H  1.2624  -4.9460  -1.6244
H  3.2830  -3.8547  -0.3718
H  3.8642  0.9938  1.3667
H  2.3497  0.7957  2.2552
H  2.3340  1.5185  0.6359
C  3.7723  3.3879  -1.8650
N  3.9377  2.1135  -2.5421
C  3.0199  1.1297  -2.4100
N  3.2671  -0.0361  -3.0953
O  2.0398  1.2432  -1.6733
H  4.6942  3.9549  -1.9617
H  3.5664  3.2270  -0.8077
H  2.9507  3.9660  -2.2897
H  4.6778  2.0196  -3.2142
H  3.9164  -0.0350  -3.8640
H  2.4670  -0.6355  -3.2062

Atoms 1-3, force components in eV/Å:
Tc -0.8 0.4 -0.2
S 0.3 -0.1 0.3
C 0.0 -0.1 0.1